[1]
Molecular formula: H3N2OS
Method: DFT, ωB97M-V/def2-TZVPD

Geometry (Å):
N (-0.40236, 1.62991, 1.33548)
N (-0.61506, 0.46093, 1.48384)
S (0.76917, 2.11905, -0.02826)
H (-0.65590, -2.26595, -1.96074)
O (-0.02765, -0.52930, 1.08521)
H (0.86914, 0.83340, -0.34698)
H (0.06266, -2.24804, -1.56855)

ΔE to the lowest compared entry with this formula, charge and spin: 51.48 kcal per mole
charge: -1

[2]
Molecular formula: C77H201N31O22P10
Method: DFT, ωB97M-V/def2-TZVPD

Geometry (Å):
C (-0.74795, -4.00831, 2.54332)
H (-6.39654, 0.51674, -4.15965)
C (3.99798, 1.97715, -4.43260)
N (8.02885, -1.65425, -0.29995)
H (-0.49168, 0.15144, 2.19641)
O (-2.27535, 2.36843, -4.45863)
H (-1.52865, 6.93567, 3.31428)
H (0.14030, -1.39782, 1.55124)
H (5.67967, -5.33335, 0.78835)
H (-5.11586, -2.86589, -4.54195)
H (3.82357, 1.01288, 6.41936)
H (-4.10341, 4.73843, 5.01300)
H (-5.45598, -6.81652, 2.66975)
C (2.66125, -3.62484, -0.15186)
H (3.88243, -4.02366, 8.30170)
C (1.42467, 1.18713, 0.64006)
O (0.10792, 5.91418, 4.76225)
H (4.10571, -2.27072, 8.52840)
H (-6.09554, 3.68307, -6.52746)
N (-7.14566, -2.70300, -3.75733)
O (7.22058, 2.82935, -3.78990)
O (2.44398, -5.86430, -0.83665)
H (2.47510, 6.62117, 0.68249)
H (4.80019, -2.92425, -7.92722)
C (3.06958, 4.70741, 6.97464)
H (-0.63876, -4.66300, 1.67657)
H (-2.45970, -3.49456, -4.55497)
N (-2.34027, 5.09841, 1.62850)
N (-4.34424, -3.24823, 1.50761)
H (8.73726, -3.38424, 0.71993)
C (5.25996, -1.42471, -5.19488)
H (-10.51747, -4.16961, -6.58219)
H (0.16248, 1.54996, 5.80170)
C (-7.94757, -5.88786, -3.46760)
H (1.19469, 2.12239, 1.12689)
H (-4.09448, -1.02289, -4.01048)
H (6.09487, 6.67896, 1.13812)
H (-2.05229, 8.60968, 3.50071)
H (-1.86157, -3.43269, 5.02154)
N (0.91927, 3.45100, 5.07632)
O (2.29816, -4.53496, 0.89945)
C (-3.83216, 8.72919, 1.51421)
H (-5.27437, 5.50577, -3.39293)
H (0.28165, -2.05670, -5.25038)
O (5.82674, 2.87206, -5.51741)
C (-4.54381, 4.91857, -4.00072)
H (0.95122, 3.08096, -1.83936)
H (5.68360, -2.44674, -5.13042)
C (-3.64733, 5.37196, 4.27154)
H (4.36520, 0.25938, 7.96519)
H (3.70949, 0.89739, -4.42779)
H (-1.25417, 4.98448, -0.12965)
N (-1.35685, -0.92258, -1.48825)
H (-5.04386, 1.26798, 2.51685)
H (3.38019, 7.18820, 6.11525)
N (-4.35168, -5.14183, 3.21759)
C (-7.40185, -6.10101, -5.81786)
H (7.45638, -5.28697, 0.72694)
O (-3.30228, -5.55516, -3.49197)
C (-3.79833, -5.81857, 4.40089)
C (-4.50301, -3.09404, 0.05633)
H (1.91691, 1.71186, 5.63369)
H (-6.23549, 5.18595, 4.13684)
C (-5.01437, 1.18651, 4.63383)
H (-1.51956, 6.59771, 0.39724)
C (-2.55977, -6.07279, -2.73272)
H (-6.00213, -5.24930, 1.91511)
N (-2.13103, -3.82151, 2.95416)
N (-2.38675, 0.51919, 4.36194)
C (-7.76065, -2.59711, -2.41943)
O (4.61700, -3.10726, 4.80397)
C (-0.52503, 5.85740, 7.95481)
N (2.82451, -2.96765, 6.92554)
H (-11.26441, -4.00081, -4.88759)
H (0.40046, 6.33836, 8.25654)
H (-2.61802, 0.59795, 2.29257)
H (2.45220, -1.31248, 2.51864)
P (-3.39488, -4.43116, 2.09032)
H (-4.80241, 2.52331, -1.58481)
H (-2.49143, 2.57116, -6.95580)
N (-4.41496, 0.96345, -4.02970)
H (5.58426, 1.00719, 1.47012)
O (1.20025, -1.30119, -1.62545)
H (9.04658, -0.68618, -1.92089)
C (-10.35053, -4.15634, -5.47658)
H (-3.59363, 5.44833, -3.95177)
N (2.42102, -1.89505, 4.57386)
H (6.07024, 3.80938, 4.78650)
H (2.34076, -4.25672, 5.34018)
H (4.12657, -4.61021, -1.29843)
C (-5.73077, 2.66847, -6.30189)
H (1.81973, 2.93826, 3.16513)
O (-2.40149, -7.40582, -2.70109)
O (5.89282, -2.53723, -1.58896)
H (-1.35211, -6.34549, -0.11978)
N (-3.12498, 7.60938, 2.05693)
H (-6.01380, 1.50855, -2.82382)
H (-2.64713, 5.05978, 4.02909)
H (-3.44677, 9.04350, 0.56310)
H (-3.33942, 3.43686, 2.35591)
H (6.42226, 2.88279, 3.26115)
H (5.59503, -4.14415, 2.65654)
H (3.63078, 5.77961, 3.07510)
P (2.88287, -1.52094, -6.53388)
H (-1.00680, 8.13548, 2.08631)
H (3.12567, 6.11229, -0.87875)
C (5.93680, -0.01644, 1.57348)
H (8.00838, 4.46570, 0.14367)
P (-7.75181, -3.59004, -5.01194)
C (7.50546, 4.13640, 1.06018)
H (-2.82091, 0.17021, -0.44859)
C (-4.28420, 3.41826, -2.00512)
C (3.21907, -4.20636, -6.20196)
H (-8.81958, -5.47500, -2.96676)
H (3.48666, -2.67170, 2.96748)
C (-0.40214, -2.46180, -4.51027)
H (7.01054, 0.12123, 1.78076)
H (-10.38938, -1.57297, -4.17279)
C (-0.34198, -0.43231, 1.28129)
H (6.28726, -0.01501, 6.36096)
C (4.62285, -2.01275, -8.54053)
H (-10.01343, -5.14253, -5.15830)
H (4.00377, -4.65509, -6.82640)
C (2.98803, 5.78751, 0.17731)
C (-5.66376, 0.66825, -3.38934)
H (5.66579, -0.81429, -4.35827)
C (-1.28082, 5.60804, 0.79433)
C (5.01158, 6.81855, 1.06722)
C (-9.67499, -1.79288, -5.00215)
C (1.45978, -3.53451, -7.75473)
H (6.86545, 2.19591, -0.67455)
H (-4.49686, -5.88142, 5.25249)
C (-3.08068, 0.70876, 3.25759)
H (-3.59956, -6.83953, 4.07934)
P (6.45349, -2.10601, -0.30477)
H (-6.36007, 5.60552, 2.40619)
H (-5.46043, -3.48938, -0.22341)
N (5.65645, -0.79667, 0.36896)
H (-7.04528, -5.80351, -2.81848)
C (-2.25669, -2.96922, 4.14905)
C (3.03229, -4.61497, -1.24761)
H (-4.87095, 8.53668, 1.40066)
N (4.28261, 5.54428, 0.80271)
H (1.01656, 2.47417, 6.95893)
H (-0.16266, 2.41052, -0.63438)
H (-0.31256, 5.69574, 1.32365)
H (2.31746, 7.04397, 4.75430)
H (3.02188, 3.71070, 6.47742)
H (-0.33308, -2.79056, -1.26656)
C (3.20694, -1.75264, -3.86346)
O (0.37089, -3.40146, -3.78322)
H (6.29938, 3.73917, -1.34294)
C (-2.48743, 3.65090, 1.75279)
C (1.05054, 2.24254, 5.90802)
H (4.20090, 0.59447, -9.12808)
N (5.12818, 4.39066, 3.11678)
C (2.36098, 6.97810, 5.83573)
H (5.56523, -0.99443, -6.17691)
C (2.52425, -2.22176, 3.13406)
H (2.61587, -2.69090, -3.86036)
H (-10.17016, -1.44895, -5.89807)
C (4.45008, -0.32953, -0.33300)
P (-3.66342, 6.06232, 1.75652)
C (2.16793, -4.18731, 6.45413)
H (1.06011, -4.16474, 6.65573)
C (0.05725, 2.44592, -1.70739)
H (-1.16628, 5.53711, 8.78083)
P (4.72248, 4.09279, 1.49578)
H (2.79702, -0.13824, 7.31705)
H (2.69906, 0.73703, -8.32855)
H (9.77592, -2.80667, -0.61206)
O (-4.63628, 6.20704, 0.61238)
N (-0.21165, 4.62835, 7.15062)
N (-7.80163, -5.23292, -4.77580)
N (0.24917, 0.35990, 0.29442)
H (-3.15859, 4.22663, -6.91136)
N (-4.52842, 3.55234, -3.43216)
H (8.18863, 3.39777, 1.51722)
N (6.15455, 3.53171, 0.79447)
C (-0.99536, -6.40860, -1.13716)
H (4.50514, -0.47442, -1.42915)
N (-4.46571, 5.44659, 3.09036)
C (0.84188, 3.15285, 3.60482)
C (-5.85202, 5.79351, 3.31870)
H (-4.00168, -0.24656, -5.68272)
H (-7.32094, -5.62086, -6.78605)
H (1.74980, -2.95847, 2.81669)
H (-4.95746, 4.84879, -5.00659)
O (1.84068, -6.74910, 1.12312)
C (3.31913, -0.00626, -8.82530)
H (4.41704, 0.78543, -0.21938)
C (4.15508, 5.19137, 3.83137)
O (-1.73183, -5.43264, -1.87787)
C (0.18100, -4.61862, -4.16818)
H (-3.69048, 9.60894, 2.15232)
O (-0.85797, -4.69168, -5.08021)
H (0.10780, 2.35065, 3.44224)
C (-5.15362, -2.43122, 2.37378)
H (-5.86329, 1.93218, -7.12443)
H (-2.60794, 0.00452, -4.45388)
H (3.32888, 4.56051, 4.26586)
H (-8.83077, -2.74038, -2.38925)
N (2.46231, -3.15235, -6.78747)
H (0.97813, -0.82511, 5.86401)
H (2.56680, -0.98023, -3.36110)
O (5.14150, 1.98970, -3.63389)
H (1.93050, 1.39229, -0.28962)
H (1.85997, -2.86358, -0.29899)
H (-2.41924, 0.80706, -1.97292)
H (2.84176, 4.66869, 8.02599)
H (-0.53547, -8.12003, -2.30265)
H (0.07298, -6.23074, -1.25678)
H (-1.90554, -2.56271, -0.29383)
H (4.06255, -1.91913, -3.22113)
H (4.21202, -2.36644, -9.49768)
P (0.16390, -0.27406, -1.26264)
H (5.53236, -0.43891, 2.45956)
H (-1.82392, -1.97975, 3.98036)
H (7.38327, -3.59448, 2.70317)
H (2.54237, -5.01170, -5.92180)
H (-5.68175, -0.27152, -2.84202)
H (-0.94219, -1.74772, -3.92010)
O (3.59262, 3.13349, 1.33271)
H (-3.87347, 3.05026, -7.94548)
O (-2.86776, -5.34716, 1.04727)
C (-1.34502, -2.37519, -1.23618)
H (-0.32748, -3.02911, 2.32280)
C (5.68034, 3.29339, 3.90828)
H (9.65789, -1.90994, 0.92380)
C (-3.71602, -0.14475, -4.62959)
O (-7.03660, -3.23085, -6.23792)
H (-3.41930, -0.74328, -1.89852)
H (2.72162, -0.49829, -9.63154)
H (-4.71644, 4.31690, -1.49187)
H (4.73536, 1.31913, -6.30200)
P (0.66975, 4.97303, 5.75256)
H (-1.40722, 3.23814, 8.11336)
C (2.15628, -5.81757, 0.45845)
H (-2.71179, 3.16340, 0.78788)
H (0.41926, 4.04070, 3.11769)
H (2.58677, -5.07851, 6.90864)
H (-6.07257, 1.51516, 4.70982)
H (-1.57019, 3.23118, 2.14818)
C (-4.43563, 1.02698, 3.39341)
H (4.76546, 7.34214, 1.96662)
H (3.24564, 2.66210, -4.01746)
H (4.67636, 5.83220, 4.48237)
C (-4.17218, 1.06122, 5.73438)
N (-4.31352, 2.78625, -5.94871)
P (3.66693, -2.30651, 5.58002)
H (2.68309, -4.31795, -2.22299)
H (-7.36617, -3.34994, -1.73457)
H (9.02886, 0.14488, -0.37607)
H (-2.23818, 0.52435, 6.41919)
H (6.48407, -4.86783, -0.72004)
H (-6.47431, -6.59918, -5.58343)
H (5.58704, -1.54699, -8.83432)
H (-3.61135, 6.34246, 4.76347)
C (0.45929, 0.93762, -3.63206)
H (4.90379, 2.55828, 4.04464)
N (3.82217, -1.43296, -5.16146)
C (1.01731, -1.49539, 4.97762)
H (6.00356, -2.43468, 2.71094)
N (0.23439, 1.08936, -2.21206)
H (-0.79627, 2.90494, -2.18547)
H (3.56878, -3.03482, 0.07115)
H (-1.79081, -8.47790, -1.08504)
H (-3.21845, 3.39397, -1.80224)
H (3.46379, -0.69896, 0.03212)
N (6.41584, -3.39899, 0.82593)
H (-1.94423, -2.87439, -2.04085)
N (4.46073, -0.98063, 6.26349)
P (-3.75228, 2.42132, -4.42262)
H (1.68943, 7.69968, 6.26450)
H (-1.33965, -0.76790, 0.89374)
N (3.83816, -1.02930, -7.81090)
H (-0.38347, 1.23001, -4.18929)
H (-4.43454, -2.05035, -0.24496)
H (-8.79742, -1.21222, -4.85765)
H (1.31714, 1.57737, -3.88546)
H (-4.85049, -1.39605, 2.31865)
H (5.14954, 2.41853, -0.67616)
H (-1.80785, -3.11806, -6.12650)
O (1.63320, -0.74278, -6.48325)
C (-5.59540, -5.72923, 2.83585)
H (-3.71225, -3.68707, -0.43176)
C (9.05563, -2.48878, 0.18939)
H (-8.12761, -6.98674, -3.58207)
H (-2.79943, -5.44397, 4.68891)
H (-1.28981, 2.97922, 6.33184)
C (-5.68374, -3.07193, -3.61585)
N (-9.32032, -3.19186, -5.03490)
H (-5.06918, -2.83587, 3.38393)
H (7.39940, 4.91200, 1.76895)
C (-1.84434, 7.85867, 2.75249)
H (-4.53054, 1.03880, 6.80489)
H (0.62974, -0.11809, -3.92595)
C (6.32311, -3.40115, 2.29681)
H (-6.31627, 2.32393, -5.46013)
H (6.21211, -1.25628, 5.23180)
H (2.41947, 4.83632, 0.13185)
C (8.40976, -0.50894, -1.03930)
H (3.97152, 2.91845, -6.41086)
C (5.62681, -0.47162, 5.66230)
H (2.67350, -2.99161, 8.99145)
C (6.55746, -4.82262, 0.34478)
C (3.44238, -2.99473, 8.21377)
H (-5.64996, -4.16199, -3.52895)
H (-6.20372, -2.55873, 2.06476)
H (-7.70823, -1.56441, -2.06078)
H (-5.98748, 6.84639, 3.65741)
C (-3.42425, 3.18093, -6.98660)
C (6.09846, 2.97007, -0.55828)
H (0.92102, -2.75901, -8.26331)
H (-1.03916, 6.70080, 7.45291)
H (-5.28405, -2.61471, -2.69392)
C (-1.47532, -3.39305, -5.10660)
H (3.74094, -3.92930, -5.30687)
H (2.16920, 0.65367, 1.26773)
C (4.55051, 2.26092, -5.78553)
H (7.52013, 0.06678, -1.22676)
H (0.82390, -4.26115, -7.24295)
C (-2.59824, -0.14506, -1.44833)
C (6.16364, 2.57621, -4.26232)
H (0.39288, -2.39217, 5.14516)
H (-2.35187, 4.29514, 6.92519)
H (-8.19570, -6.85251, -5.94788)
H (4.85640, 7.46020, 0.22189)
O (0.74219, -5.56434, -3.70914)
C (-2.89145, 0.66694, 5.56559)
N (2.09452, 5.58037, 6.29443)
H (0.68296, -0.92304, 4.13100)
H (-3.29778, -2.76228, 4.36311)
C (3.79286, 0.07563, 7.03908)
H (2.03094, -4.05182, -8.58464)
H (-6.34625, -5.48415, 3.58876)
H (5.46176, 0.30314, 4.87419)
C (-1.39732, 3.73601, 7.08373)
C (-1.37600, -7.72860, -1.80667)
H (-0.18342, -4.48755, 3.29856)
H (4.07858, 5.08801, 6.86599)

Listing highest occupied orbital energy for the structures above in their given order: -2.64 -8.28 eV.
Listing strongest force on any atom for the structures above in their given order: 3.7 4.3 eV Å⁻¹.